No. 1
Below is a structure of composition C14H13F3IrN5S3 at a distorted geometry, with properties calculated with ωB97M-V/def2-TZVPD.

Calculated values
HOMO (spin up / spin down) ... -10.46 / -10.18 eV
Strongest force on any atom ... 3.15 eV/Å
Total charge ... +1
Energy above the lowest of the compared OMol25 structures with the same formula, charge and spin ... 152.04 kJ/mol
2S+1 ... 2
Gap between HOMO and LUMO (spin up / spin down) ... 5.9 / 5.6 eV

Positions of all 39 atoms, in Å:
Ir  -0.52592  -1.53039  -0.70236
C  -3.34682  1.91241  0.56824
C  -2.26432  1.05301  -0.00916
N  -1.91862  -0.09269  0.51834
N  -2.50632  -0.52549  1.66014
C  -2.31492  -1.76739  2.15634
N  -2.92662  -2.08829  3.31034
S  -1.30542  -2.89809  1.42984
C  -1.55242  1.44681  -1.20636
C  -1.76222  2.67181  -1.85866
C  -1.06862  2.96401  -3.01406
C  -0.16342  2.03531  -3.51466
C  0.00898  0.85351  -2.81636
N  -0.65872  0.56211  -1.70696
H  -4.18932  1.30631  0.89884
H  -3.72642  2.60811  -0.17026
H  -2.97362  2.49241  1.41334
H  -3.12372  0.10841  2.16254
H  -3.69792  -1.56249  3.68984
H  -2.81542  -3.03449  3.64154
H  -2.45132  3.39971  -1.46416
H  -1.22212  3.90811  -3.51466
H  0.39338  2.22611  -4.41716
H  0.71678  0.11411  -3.16326
F  4.41148  -0.53749  -2.02146
C  4.76028  -1.16259  -0.88486
F  5.91078  -0.61519  -0.48066
F  5.01828  -2.43469  -1.20736
C  3.69058  -1.04309  0.17134
C  4.00448  -0.60309  1.44964
C  2.99338  -0.48559  2.39134
C  1.69528  -0.78799  2.00624
N  1.38898  -1.18489  0.78604
C  2.35538  -1.34019  -0.12736
S  1.76368  -1.93379  -1.64346
H  5.02648  -0.36309  1.70024
H  3.20998  -0.15699  3.39294
H  0.87718  -0.71719  2.70924
S  -1.71102  -2.79699  -2.13306

No. 2
Below is a structure of composition C14H28BaN6O6Se at a distorted geometry, with properties calculated with ωB97M-V/def2-TZVPD.

Calculated values
HOMO (spin up / spin down) ... -6.19 / -6.20 eV
Strongest force on any atom ... 7.34 eV/Å
Total charge ... 0
Energy above the lowest of the compared OMol25 structures with the same formula, charge and spin ... 1203.13 kJ/mol
2S+1 ... 1
Gap between HOMO and LUMO (spin up / spin down) ... 4.3 / 5.6 eV

Positions of all 56 atoms, in Å:
O  0.99780  5.79799  -1.47870
H  1.55771  5.02303  -1.69633
Ba  0.22069  0.76582  -0.46329
N  -0.87955  2.53061  0.44363
N  1.77559  1.39797  1.06633
N  -1.22226  0.04241  -2.01760
N  1.25669  -1.10851  -1.07846
O  -2.09177  2.45350  0.36842
O  -2.37673  0.77099  -2.27200
O  2.48363  -1.50422  -0.57669
O  2.82933  0.67899  1.17233
C  1.41075  2.61035  1.40789
C  0.06346  3.15733  1.13671
C  -0.83521  -1.16508  -2.32337
C  0.39933  -1.75298  -1.86182
C  -0.46703  4.42526  1.56325
H  -0.79984  4.98750  0.67303
H  0.23248  5.03752  2.09997
H  -1.35682  4.25266  2.19952
C  2.44823  3.28924  2.15348
H  3.33380  3.39940  1.50651
H  2.74062  2.66051  3.01383
H  2.17086  4.26135  2.51437
C  -1.77020  -1.86866  -3.17316
C  0.81502  -3.08427  -2.25302
H  -2.48803  -1.21851  -3.70030
H  -2.35134  -2.58201  -2.57859
H  -1.21529  -2.40942  -3.92928
H  1.57588  -3.53745  -1.59827
H  1.23244  -3.05413  -3.26819
H  -0.04563  -3.74246  -2.24919
H  -2.11885  1.72785  -2.13522
H  2.80509  -0.68697  -0.05199
C  1.59004  1.75327  -1.94172
H  1.90039  2.65676  -2.67468
H  1.22368  0.99606  -2.63500
H  2.49017  1.41546  -1.47127
O  -2.05636  4.21098  -2.99793
H  -1.50795  4.91416  -2.68186
H  -1.48716  3.44250  -2.97436
C  1.58935  -2.29152  2.35487
N  0.29607  -2.99658  2.22497
C  0.14973  -4.36039  2.31264
C  -1.15999  -4.63915  2.20470
N  -1.83051  -3.44493  2.05109
C  -3.30249  -3.32321  1.95341
C  -0.93463  -2.40626  2.05198
Se  -1.34899  -0.62947  1.96459
H  2.28042  -2.64621  1.57694
H  2.03893  -2.50080  3.33523
H  1.47149  -1.20366  2.25137
H  0.97870  -5.01808  2.45416
H  -1.66010  -5.58190  2.24110
H  -3.66464  -3.88293  1.08168
H  -3.77171  -3.73932  2.85176
H  -3.61523  -2.28037  1.85251

No. 3
Below is a structure of composition C4H5NS at a distorted geometry, with properties calculated with ωB97M-V/def2-TZVPD.

Calculated values
HOMO ... -9.34 eV
Strongest force on any atom ... 5.33 eV/Å
Total charge ... 0
Energy above the lowest of the compared OMol25 structures with the same formula, charge and spin ... 310.56 kJ/mol
2S+1 ... 1
Gap between HOMO and LUMO ... 10.0 eV

Positions of all 11 atoms, in Å:
C  1.43738  -1.67376  -0.72888
C  -0.40245  1.71590  0.42616
C  -0.01229  0.49461  0.59605
C  0.36022  -0.78010  -0.96696
N  2.33240  -2.39105  -0.57804
S  -1.15572  -1.80894  -1.23815
H  -0.94259  2.15165  1.20297
H  -0.41023  2.16061  -0.49874
H  0.04558  -0.19031  1.47589
H  0.52293  0.01652  -1.75297
H  -0.82963  -2.95069  -0.58686

No. 4
Below is a structure of composition C48H49BBrFeN4O5 at a distorted geometry, with properties calculated with ωB97M-V/def2-TZVPD.

Calculated values
HOMO (spin up / spin down) ... -6.01 / -6.03 eV
Strongest force on any atom ... 3.54 eV/Å
Total charge ... 0
Energy above the lowest of the compared OMol25 structures with the same formula, charge and spin ... 568.63 kJ/mol
2S+1 ... 6
Gap between HOMO and LUMO (spin up / spin down) ... 5.3 / 5.3 eV

Positions of all 109 atoms, in Å:
Fe  11.19966  11.48379  10.95213
Br  7.58055  16.37762  7.13955
C  7.84758  15.45781  8.78162
C  6.95405  14.36474  8.98360
C  7.48384  13.26477  9.66062
C  8.78521  13.30155  10.25394
O  9.29131  12.18470  10.68644
C  9.35985  14.66533  10.51371
C  11.77397  14.52570  11.40530
N  12.00466  13.33635  11.82868
C  12.51111  13.12153  13.09174
C  13.55993  13.84114  13.68388
C  14.08605  13.36218  14.87973
C  13.53506  12.28371  15.54424
C  12.45585  11.55432  14.96792
C  11.79819  10.44816  15.65151
C  10.62443  9.96403  15.09061
C  10.22200  10.45062  13.84339
N  10.93429  11.31228  13.09671
C  11.95199  11.99410  13.73571
C  8.95126  15.64411  9.50513
H  5.91134  14.34439  8.59296
H  6.92169  12.36506  9.82985
H  12.26356  15.38129  11.81759
H  13.95516  14.75517  13.19450
H  15.00499  13.79428  15.29857
H  13.80315  12.05291  16.56376
H  12.21184  10.00963  16.55264
H  10.02386  9.11392  15.48238
H  9.26304  10.18651  13.47672
H  9.60957  16.49973  9.26646
C  9.80954  8.27257  11.52970
C  10.65503  7.43907  12.40352
C  10.04622  6.54708  13.27723
C  10.75520  5.56711  13.97214
C  12.03298  5.34292  13.57784
C  12.77422  6.25312  12.75956
C  14.24403  5.91230  12.52794
C  12.04896  7.34173  12.18589
N  12.67259  8.25292  11.26490
C  12.31262  8.35105  9.87683
C  11.96768  7.08397  9.16334
C  12.46215  9.53344  9.06998
C  12.85585  9.33181  7.63126
N  12.16575  10.78313  9.51528
C  12.04778  11.90812  8.66333
C  13.11580  12.80452  8.56273
C  14.52020  12.50646  9.10447
C  12.89840  14.03214  7.88271
C  11.75602  14.25527  7.10930
C  10.73081  13.25736  7.11711
C  10.92222  12.05536  7.81186
C  9.87557  10.97880  7.63898
H  8.76214  8.23560  11.75612
H  9.80621  7.86673  10.47888
H  10.14364  9.35209  11.48370
H  8.95754  6.63744  13.42349
H  10.31205  4.94896  14.76154
H  12.64388  4.54805  13.94117
H  14.48465  5.05169  13.13975
H  14.93330  6.70184  12.78235
H  14.48198  5.65698  11.48384
H  11.54039  6.33499  9.84416
H  12.87081  6.66844  8.74753
H  11.30425  7.22917  8.31591
H  13.84374  8.88243  7.55044
H  12.91331  10.31428  7.10767
H  12.14930  8.65390  7.07574
H  14.86862  13.35901  9.77723
H  15.27378  12.48113  8.34979
H  14.54675  11.55094  9.67392
H  13.71125  14.78364  7.89979
H  11.63460  15.15578  6.43132
H  9.86574  13.39393  6.47469
H  9.46111  11.01401  6.63620
H  8.98162  11.09627  8.25890
H  10.28886  9.95363  7.86777
C  9.29769  16.59752  12.42278
C  9.17618  15.11913  12.18313
O  9.03127  14.21529  12.99752
O  11.01883  14.81092  10.38543
H  8.30167  16.99470  12.64667
H  9.59359  17.09717  11.47504
H  10.01613  16.73521  13.21754
C  19.88632  11.72524  13.44943
C  18.54803  12.17811  12.81976
C  17.79107  13.03224  13.82800
C  18.81262  13.03334  11.56419
C  17.76044  10.96538  12.44219
C  18.17720  10.21494  11.33553
C  17.37338  9.34442  10.60819
C  16.14627  9.14934  11.23078
O  15.08383  8.49913  10.64464
B  13.99255  8.66314  11.58830
O  14.40643  9.37339  12.77303
C  15.74916  9.67446  12.50543
C  16.56932  10.59961  13.07648
H  20.55857  12.55484  13.75860
H  20.44709  10.95859  12.79139
H  19.68332  11.15408  14.37584
H  18.43661  13.92929  14.07342
H  17.65053  12.49020  14.77156
H  16.78890  13.31243  13.42690
H  19.46213  13.85912  11.83609
H  17.91096  13.36159  11.07979
H  19.46733  12.50595  10.79951
H  19.18156  10.43783  10.94146
H  17.62891  8.82875  9.68552
H  16.34750  11.08725  14.02318